Record 1
C3H4CuNaO4 as an isolated structure in a non-equilibrium geometry, computed with ωB97M-V/def2-TZVPD.

## Properties
Frontier orbital gap = 10.2 eV
Charge = +2
Relative energy (zero: lowest compared OMol25 entry of this formula, charge and spin) = 0.0 kcal/mol
HOMO energy = -19.1 eV

CARTESIAN COORDINATES (ANGSTROEM)
O 0.817 -0.210 1.458
C 0.642 1.172 1.156
C 1.278 -1.085 0.608
O 0.403 1.850 2.155
O 0.911 1.549 0.012
C 1.993 -2.246 1.138
Cu -0.555 1.713 4.187
H 1.819 -3.113 0.494
H 1.725 -2.433 2.183
Na 0.887 3.839 0.500
O 1.545 -0.776 -0.599
H 1.199 0.151 -0.794
H 3.076 -1.947 0.926

---

Record 2
C3H4DyLiO3 as an isolated structure in a non-equilibrium geometry, computed with ωB97M-V/def2-TZVPD.

## Properties
Frontier orbital gap (alpha / beta) = 8.2 / 8.2 eV
Charge = +2
Multiplicity = 6
Relative energy (zero: lowest compared OMol25 entry of this formula, charge and spin) = 60.1 kcal/mol
HOMO energy (alpha / beta) = -16.1 / -16.5 eV
⟨S²⟩ = 9.72

CARTESIAN COORDINATES (ANGSTROEM)
H 1.942 2.100 0.276
C 1.600 1.092 -0.038
C 0.476 1.301 -0.999
O -0.614 0.736 -0.797
C -2.087 -2.229 -0.116
O -3.388 -2.034 -0.036
Dy -0.921 -0.332 1.239
O 1.246 0.288 1.034
H 2.430 0.670 -0.640
H 0.752 1.528 -2.044
H -3.887 -2.862 -0.126
Li 2.451 -0.260 2.246

---

Record 3
C3H4DyO3 as an isolated structure in a non-equilibrium geometry, computed with ωB97M-V/def2-TZVPD.

## Properties
Frontier orbital gap (alpha / beta) = 5.3 / 4.4 eV
Charge = +2
Multiplicity = 7
Relative energy (zero: lowest compared OMol25 entry of this formula, charge and spin) = 114.7 kcal/mol
HOMO energy (alpha / beta) = -15.2 / -15.2 eV
⟨S²⟩ = 12.01

CARTESIAN COORDINATES (ANGSTROEM)
C -1.624 0.158 0.707
C -1.107 0.068 -0.550
O 0.098 0.626 -0.831
C 1.423 0.612 -0.060
O 1.373 0.433 1.195
O 2.323 0.267 -0.797
H -1.424 -0.633 1.433
H -1.629 -0.323 -1.428
H -2.663 0.488 0.766
Dy 2.960 -2.004 -1.970
H 0.270 0.309 1.536

---

Record 4
One molecule with the formula C3H4F2 in a non-equilibrium geometry, computed with ωB97M-V/def2-TZVPD.

## Properties
Frontier orbital gap = 10.7 eV
SMILES string = C/C(F)=C/F
Relative energy (zero: lowest compared OMol25 entry of this formula, charge and spin) = 24.9 kcal/mol
HOMO energy = -9.7 eV

CARTESIAN COORDINATES (ANGSTROEM)
C 1.776 -0.574 0.037
C 0.384 -0.034 0.002
C -0.750 -0.671 -0.052
H 2.298 -0.043 -0.712
H 2.422 -0.409 0.942
H 1.495 -1.583 -0.270
H -0.590 -1.634 -0.095
F 0.395 1.316 -0.024
F -1.959 -0.056 0.048

---

Record 5
A 2-piece molecular cluster, C3H4F2IN overall in a non-equilibrium geometry, computed with ωB97M-V/def2-TZVPD.

## Properties
Frontier orbital gap (alpha / beta) = 6.8 / 6.8 eV
Relative energy (zero: lowest compared OMol25 entry of this formula, charge and spin) = 99.8 kcal/mol
HOMO energy (alpha / beta) = -9.7 / -9.7 eV

CARTESIAN COORDINATES (ANGSTROEM)
C 0.128 0.308 -0.447
C -1.064 -0.501 -0.757
C 1.143 -0.099 0.472
N 0.212 1.462 -0.914
F -0.864 0.357 2.106
F 2.068 0.706 0.791
I 1.315 -2.057 1.317
H -1.610 -0.232 -1.603
H -0.896 -1.582 -0.638
H -1.492 -0.280 0.231
H 1.060 1.918 -0.559

---

Record 6
A 2-piece molecular cluster, C3H4F3N overall in a non-equilibrium geometry, computed with ωB97M-V/def2-TZVPD.

## Properties
Frontier orbital gap = 11.3 eV
Relative energy (zero: lowest compared OMol25 entry of this formula, charge and spin) = 59.4 kcal/mol
HOMO energy = -10.9 eV

CARTESIAN COORDINATES (ANGSTROEM)
C -1.145 0.051 0.662
C 0.110 0.865 0.844
C 0.680 -0.863 -0.865
N 0.176 -0.463 0.299
F -0.005 -1.774 -1.536
F 0.710 0.664 -2.134
F 1.952 -1.227 -0.859
H -1.381 -0.245 1.624
H -1.847 0.252 -0.138
H 0.203 1.719 0.262
H 0.549 1.021 1.841

---

Record 7
C3H4FFeO2 as an isolated structure in a non-equilibrium geometry, computed with ωB97M-V/def2-TZVPD.

## Properties
Frontier orbital gap (alpha / beta) = 5.8 / 3.8 eV
Charge = +2
Multiplicity = 6
Relative energy (zero: lowest compared OMol25 entry of this formula, charge and spin) = 18.2 kcal/mol
HOMO energy (alpha / beta) = -18.3 / -17.7 eV
⟨S²⟩ = 8.76

CARTESIAN COORDINATES (ANGSTROEM)
O 0.061 -0.996 0.301
Fe 2.316 0.523 -0.905
C 0.907 -0.092 0.514
C -1.364 -0.881 0.580
H -1.526 -0.075 1.302
H -1.656 -1.859 0.968
F 0.581 0.726 1.469
C -2.169 -0.543 -0.772
O -1.976 0.680 -1.277
H -3.242 -0.737 -0.573
H -1.875 -1.268 -1.565

---

Record 8
One molecule with the formula C3H4FN in a non-equilibrium geometry, computed with ωB97M-V/def2-TZVPD.

## Properties
Frontier orbital gap = 12.6 eV
SMILES string = C[C@@H](F)C#N
Relative energy (zero: lowest compared OMol25 entry of this formula, charge and spin) = 17.0 kcal/mol
HOMO energy = -11.8 eV

CARTESIAN COORDINATES (ANGSTROEM)
C -0.277 -1.299 -0.926
C -0.206 0.915 0.260
C 0.437 -0.391 0.043
N -0.959 -2.018 -1.457
F 0.655 -0.969 1.185
H -1.239 0.936 0.789
H -0.309 1.531 -0.707
H 0.274 1.533 1.056
H 1.624 -0.237 -0.244